{"formula": "C4H6N2O", "method": "ωB97M-V/def2-TZVPD", "largest_force_ev_per_a": 0.4, "total_energy_ev": -9269.2102, "lumo_ev": -0.7, "e_above_lowest_kj_mol": 414.08, "species": ["N", "C", "C", "O", "C", "C", "N", "H", "H", "H", "H", "H", "H"], "coordinates": [[-0.764, 0.954, 1.267], [-1.042, 0.017, 0.301], [-0.013, -0.074, -0.800], [-0.563, -0.090, -1.992], [1.358, -0.204, -0.613], [1.867, -0.146, 0.685], [-2.055, -0.744, 0.160], [-1.371, 0.901, 2.076], [0.236, 0.948, 1.493], [0.135, -0.179, -2.663], [1.939, -0.365, -1.534], [2.952, -0.351, 0.654], [-2.679, -0.666, 0.966]], "nbo_charge": [-0.829, 0.365, 0.522, -0.580, -0.506, -0.258, -0.654, 0.379, 0.430, 0.493, 0.175, 0.129, 0.335]}

***

{"formula": "C3H6N4O", "method": "ωB97M-V/def2-TZVPD", "largest_force_ev_per_a": 7.8, "total_energy_ev": -11209.7198, "lumo_ev": 0.1, "e_above_lowest_kj_mol": 680.87, "species": ["C", "N", "N", "C", "N", "C", "N", "O", "H", "H", "H", "H", "H", "H"], "coordinates": [[-1.052, -2.525, 0.450], [-1.745, -1.632, -0.133], [-1.574, -0.275, -0.466], [-0.438, 0.344, -0.678], [-0.260, 1.590, -0.950], [0.917, 2.152, -0.542], [2.026, 1.978, 0.224], [1.986, 0.530, 0.714], [-0.283, -2.091, 1.367], [-1.306, -3.601, 0.567], [-2.355, 0.127, -0.989], [0.622, -0.071, -0.092], [0.955, 3.112, -0.998], [2.508, 0.362, 1.526]], "nbo_charge": [-0.078, -0.253, -0.403, 0.290, -0.580, 0.207, -0.165, -0.685, 0.137, 0.210, 0.404, 0.239, 0.185, 0.491]}

***

{"formula": "C5H13NO", "method": "ωB97M-V/def2-TZVPD", "largest_force_ev_per_a": 1.2, "total_energy_ev": -8932.4155, "lumo_ev": 0.7, "e_above_lowest_kj_mol": 153.92, "species": ["C", "C", "C", "C", "N", "C", "H", "H", "H", "H", "H", "H", "H", "H", "H", "H", "H", "O", "H", "H"], "coordinates": [[0.323, -2.281, 1.454], [-0.545, -1.315, 1.165], [-1.235, -1.168, -0.155], [-0.573, -0.145, -1.050], [-0.574, 1.180, -0.469], [-0.147, 2.188, -1.429], [0.458, -3.110, 0.775], [0.891, -2.313, 2.373], [-0.565, -0.488, 1.870], [-2.261, -0.913, -0.020], [-1.276, -2.170, -0.587], [-1.063, -0.066, -2.023], [0.445, -0.488, -1.284], [0.042, 1.173, 0.333], [0.750, 1.910, -1.990], [-0.955, 2.288, -2.158], [0.052, 3.138, -0.945], [2.040, 0.922, 1.018], [2.051, 1.600, 1.694], [2.143, 0.059, 1.429]], "nbo_charge": [-0.420, -0.153, -0.453, -0.205, -0.639, -0.407, 0.188, 0.193, 0.192, 0.217, 0.207, 0.189, 0.160, 0.375, 0.163, 0.186, 0.198, -0.950, 0.476, 0.484]}

***

{"formula": "C6H9N3O2S", "method": "ωB97M-V/def2-TZVPD", "largest_force_ev_per_a": 5.4, "total_energy_ev": -25758.9309, "lumo_ev": [-0.4, -1.5], "e_above_lowest_kj_mol": 962.41, "species": ["C", "C", "C", "C", "C", "C", "N", "N", "N", "O", "O", "S", "H", "H", "H", "H", "H", "H", "H", "H", "H"], "coordinates": [[0.516, 3.225, -2.422], [0.751, 2.103, -2.218], [-0.455, 0.665, 1.742], [-1.103, -0.290, 0.841], [-0.321, -3.021, 0.690], [0.821, 0.596, -2.074], [-0.100, -0.478, -0.193], [-0.251, 0.228, -1.242], [0.683, 0.511, 2.593], [1.143, 1.399, 3.347], [1.220, -0.570, 2.588], [-1.627, -1.937, 1.418], [0.415, 4.169, -2.803], [-0.644, 1.744, 1.515], [-2.109, 0.200, 0.571], [0.562, -2.406, 0.582], [-0.601, -3.453, -0.310], [-0.188, -3.864, 1.382], [1.728, 0.287, -1.640], [0.721, 0.089, -2.950], [-1.159, 0.805, -1.416]], "nbo_charge": [-0.204, -0.025, -0.090, -0.290, -0.732, -0.280, -0.137, -0.280, 0.466, -0.424, -0.401, 0.195, 0.232, 0.205, 0.225, 0.255, 0.208, 0.232, 0.250, 0.225, 0.369]}